Entry i
The following is a DFT calculation (ωB97M-V with the def2-TZVPD basis set) of an isolated ion of composition C6H16N2 and charge -1.

Properties
HOMO energy (alpha / beta), Eh: 0.0501 / -0.2006
Multiplicity: 2
Frontier orbital gap (alpha / beta), eV: 2.51 / 9.34
Charge: -1
E_LUMO (alpha / beta), eV: 3.87 / 3.89

XYZ file:
```
24
C6H16N2 ωB97M-V with the def2-TZVPD basis set
C -1.7386 -1.6662 1.5373
C -1.8136 -0.7615 0.3336
C -0.6053 -0.7477 -0.6173
C 0.7732 -0.6846 0.0430
C 1.2520 0.7745 0.1657
N 2.3187 1.0462 -0.8034
C 2.8042 2.4090 -0.7508
N -2.9693 -1.0863 -0.4265
H -0.8692 -1.5098 2.1745
H -1.5986 -2.7004 1.1928
H -2.6037 -1.5807 2.1948
H -1.8684 0.2698 0.7326
H -0.6834 -1.7141 -1.1389
H -0.8168 0.0530 -1.3232
H 0.7292 -1.1282 1.0312
H 1.5471 -1.2297 -0.4967
H 0.4234 1.4864 0.1261
H 1.6971 0.9894 1.1354
H 1.9946 0.8263 -1.7356
H 3.8834 2.4567 -0.9491
H 2.3999 3.0498 -1.5481
H 2.5803 2.8905 0.1925
H -3.7967 -0.9856 0.1505
H -3.0395 -0.4568 -1.2204
```

Entry ii
The following is a DFT calculation (ωB97M-V with the def2-TZVPD basis set) of a 2-piece molecular cluster, C6H16N2 overall.

Properties
HOMO energy (alpha / beta), Eh: 0.0124 / -0.1023
Multiplicity: 2
Frontier orbital gap (alpha / beta), eV: 3.41 / 6.48
Charge: -1
E_LUMO (alpha / beta), eV: 3.75 / 3.69

XYZ file:
```
24
C6H16N2 ωB97M-V with the def2-TZVPD basis set
C 1.9684 2.9953 -0.2490
C 1.5516 1.8907 0.7463
N 0.5797 0.9481 0.2436
C -0.6048 1.6664 -0.1895
C 0.2878 -0.0863 1.2565
C -0.3787 -1.3056 0.7076
N -1.1041 -1.3865 -0.5071
C -1.8245 -4.2075 -1.3359
H 1.1126 3.6700 -0.3152
H 2.8171 3.5645 0.1172
H 2.0556 2.4639 -1.1991
H 2.4520 1.3259 1.0127
H 1.2088 2.4133 1.6615
H -0.6577 1.8707 -1.2578
H -1.5239 1.1286 0.0458
H -0.7454 2.6331 0.3317
H 1.2404 -0.2581 1.7629
H -0.4106 0.4220 1.9948
H -0.3009 -0.8029 -0.8221
H -0.4467 -2.1702 1.3858
H -1.6162 -3.9124 -2.3646
H -0.8946 -4.0972 -0.7858
H -2.2056 -5.2338 -1.3291
H -2.5603 -3.5320 -0.9112
```

Entry iii
The following is a DFT calculation (ωB97M-V with the def2-TZVPD basis set) of an isolated ion of composition C6H16N2 and charge -1.

Properties
HOMO energy (alpha / beta), Eh: 0.0524 / -0.1872
Multiplicity: 2
Frontier orbital gap (alpha / beta), eV: 2.50 / 8.99
Charge: -1
E_LUMO (alpha / beta), eV: 3.93 / 3.90

XYZ file:
```
24
C6H16N2 ωB97M-V with the def2-TZVPD basis set
C 0.3628 -0.2044 1.2859
C -0.7650 -1.1369 1.7361
C -2.0845 -1.0778 0.9555
N -2.5506 0.1275 0.2446
C 0.8930 -0.4927 -0.0965
N 1.5398 0.6594 -0.7170
C 0.6097 1.7774 -0.9790
C 2.1988 0.2266 -1.9448
H 1.1957 -0.3236 1.9844
H -0.0552 0.8045 1.2650
H -0.9358 -0.9749 2.7952
H -0.4517 -2.1849 1.5921
H -2.1375 -1.8606 0.2340
H -2.9071 -1.3888 1.6114
H -3.1358 0.6668 0.8900
H -1.8315 0.7701 -0.0445
H 1.6338 -1.2974 -0.0961
H 0.0346 -0.8278 -0.7065
H 1.0355 2.7179 -0.5886
H -0.3388 1.6557 -0.4664
H 0.5250 1.9237 -2.0500
H 3.1074 0.8347 -2.1057
H 2.4588 -0.8189 -1.9503
H 1.5984 0.4243 -2.8485
```

Tell me which of them is the least stable. Sure, it is entry ii.

Entry i
The following is a DFT calculation (ωB97M-V with the def2-TZVPD basis set) of a 2-piece molecular cluster, C5H10ClN4 overall.

Properties
HOMO energy (alpha / beta), Eh: -0.4778 / -0.4778
Frontier orbital gap (alpha / beta), eV: 8.17 / 8.17
Charge: +1
E_LUMO (alpha / beta), eV: -4.83 / -4.83

XYZ file:
```
20
C5H10ClN4 ωB97M-V with the def2-TZVPD basis set
C 0.1602 -0.3795 2.4690
C 0.0752 -0.7530 1.1853
C 2.0409 1.0746 1.8164
C 1.0131 0.7722 2.8488
C 0.8700 -0.0403 0.2085
N 1.9523 0.7094 0.6003
N -2.0743 -0.3380 -1.5169
N 0.5300 -0.0379 -1.0543
N 1.1587 0.7386 -1.9643
Cl -0.0783 2.2597 2.8770
H -0.4247 -0.8526 3.2413
H -0.5614 -1.5557 0.8539
H 2.8899 1.6856 2.0939
H 1.4227 0.7037 3.8565
H -2.4559 -1.2770 -1.4545
H -2.5607 0.2361 -0.8390
H -0.5257 -0.3100 -1.3018
H -2.2832 0.0214 -2.4418
H 2.0518 1.0913 -1.6368
H 1.1506 0.3642 -2.9028
```

Entry ii
The following is a DFT calculation (ωB97M-V with the def2-TZVPD basis set) of a 2-piece molecular cluster, C5H10ClN4 overall.

Properties
HOMO energy, Eh: -0.4967
Frontier orbital gap, eV: 9.68
Charge: +1
E_LUMO, eV: -3.83

XYZ file:
```
20
C5H10ClN4 ωB97M-V with the def2-TZVPD basis set
C -0.1099 -1.5837 2.0214
C -0.0440 0.6199 1.0624
C 0.0775 -0.2465 2.1605
C -0.7185 -1.3571 -0.1236
C -0.9267 0.7736 -1.2861
N -0.3641 -2.1323 0.8298
N -0.6280 0.0711 -0.0476
N -1.2378 -1.9302 -1.2234
N 0.1395 1.9507 1.1470
Cl 4.1245 -0.2787 -0.3938
H 0.0024 -2.3197 2.9391
H 5.3173 -0.2049 0.1178
H 0.3386 0.3347 3.0148
H -0.0953 1.1500 -1.6940
H -1.6337 0.2393 -1.9063
H -1.4202 1.7546 -0.8966
H -0.8489 -1.8332 -2.1151
H -1.5380 -2.8611 -1.0726
H 0.7414 2.2751 1.8797
H 0.2322 2.3679 0.2188
```

Tell me which of them is the least stable. Sure, it is entry i.

Entry i
The following is a DFT calculation (ωB97M-V with the def2-TZVPD basis set) of one molecule with the formula C9H9NO.

Properties
HOMO energy, Eh: -0.3113
Frontier orbital gap, eV: 9.31
SMILES: C#C[C@@]1(C(N)=O)C=CC=CC1
E_LUMO, eV: 0.84

XYZ file:
```
20
C9H9NO ωB97M-V with the def2-TZVPD basis set
C -0.7930 -2.5455 1.5447
C -0.3736 -1.6287 0.8764
C -0.2909 1.4389 -1.8848
C -0.2561 0.0327 -2.2721
C -0.4169 1.8324 -0.6112
C -0.1610 -0.9564 -1.3888
C 1.5646 -0.3011 0.2750
C -0.5685 0.8040 0.4823
C 0.0423 -0.5372 0.0994
N 1.8397 -0.4632 1.5557
O 2.2627 0.0556 -0.6369
H -0.9739 -3.4782 1.9896
H -0.2090 2.2366 -2.5365
H -0.2343 -0.1408 -3.4028
H -0.5671 2.7418 -0.2667
H -0.1892 -1.9679 -1.8150
H -0.1490 1.3204 1.3524
H -1.5290 0.5521 0.7927
H 1.0626 -0.3562 2.1378
H 2.7649 -0.1738 1.7548
```

Entry ii
The following is a DFT calculation (ωB97M-V with the def2-TZVPD basis set) of one molecule with the formula C9H9NO.

Properties
HOMO energy, Eh: -0.3421
Frontier orbital gap, eV: 9.01
SMILES: O=C1CCCc2cccnc21
E_LUMO, eV: -0.30

XYZ file:
```
20
C9H9NO ωB97M-V with the def2-TZVPD basis set
C 1.1357 1.5398 0.0642
C 2.2967 0.4011 -0.2407
C 1.8737 -0.8576 0.5935
C 0.7374 -1.3784 -0.0864
C -0.4486 -0.4375 -0.1485
C -1.7493 -0.9548 -0.2845
C -2.8256 -0.0534 0.0063
C -2.7058 1.3388 0.1693
C -0.3132 1.0637 0.1104
H 3.3029 0.9900 -0.0985
H 2.3933 0.2630 -1.2678
H 1.5034 -0.4548 1.6448
H 2.7597 -1.6393 0.7993
H 0.9942 -1.6615 -1.0693
H 0.4164 -2.2930 0.4421
H -1.9039 -2.0839 -0.7067
H -3.9730 -0.3367 -0.4623
H -3.5327 2.0017 0.5398
N -1.3845 1.8204 0.2589
O 1.4231 2.7324 -0.2641
```

Tell me which of them is the least stable. Sure, it is entry i.

Entry i
The following is a DFT calculation (ωB97M-V with the def2-TZVPD basis set) of an isolated ion of composition C3H9N4 and charge +1.

Properties
HOMO energy (alpha / beta), Eh: -0.4248 / -0.5013
Multiplicity: 3
Frontier orbital gap (alpha / beta), eV: 8.35 / 6.03
Charge: +1
E_LUMO (alpha / beta), eV: -3.21 / -7.61

XYZ file:
```
16
C3H9N4 ωB97M-V with the def2-TZVPD basis set
C -2.8735 0.1382 -0.3425
C 0.7944 -0.0552 -0.4456
C 1.5852 -1.3135 -0.7877
N -1.6457 0.0122 -0.4835
N -0.5804 -0.2631 -0.8802
N 1.0520 0.3823 0.8723
N 0.2070 1.4455 1.2983
H -3.4994 -0.7248 -0.1618
H 1.1686 -0.3477 1.5662
H 1.0752 0.7605 -1.1368
H 2.6208 -1.1692 -0.4952
H 1.5482 -1.5102 -1.8550
H 1.1863 -2.1761 -0.2591
H 0.0103 1.3735 2.2903
H -3.3328 1.1138 -0.3201
H 0.6838 2.3338 1.1405
```

Entry ii
The following is a DFT calculation (ωB97M-V with the def2-TZVPD basis set) of a 2-piece molecular cluster, C3H9N4 overall.

Properties
HOMO energy (alpha / beta), Eh: -0.3592 / -0.5283
Multiplicity: 3
Frontier orbital gap (alpha / beta), eV: 6.19 / 7.40
Charge: +1
E_LUMO (alpha / beta), eV: -3.58 / -6.98

XYZ file:
```
16
C3H9N4 ωB97M-V with the def2-TZVPD basis set
C -0.7945 -0.7501 -1.9444
C 1.5012 0.5422 1.2892
C -0.7582 0.5675 2.0910
N -0.5769 -1.2758 -0.8256
N -0.7984 0.1179 -2.7178
N 0.2862 0.2323 1.0852
N -0.8903 0.9721 -3.6825
H 1.8670 0.9015 2.2409
H 2.3955 0.3056 0.6460
H -1.6559 0.0389 1.6417
H -0.5086 0.2879 3.1122
H -1.0983 1.5812 2.2376
H -1.1378 -2.0885 -0.6476
H -0.1529 -0.7123 -0.0616
H -0.2298 0.8285 -4.4612
H -1.2284 1.8566 -3.3266
```

Tell me which of them is the least stable. Sure, it is entry ii.

Entry i
The following is a DFT calculation (ωB97M-V with the def2-TZVPD basis set) of a 2-piece molecular cluster, C4H14N overall.

Properties
HOMO energy, Eh: -0.5354
Frontier orbital gap, eV: 10.55
Charge: +1
E_LUMO, eV: -4.02

XYZ file:
```
19
C4H14N ωB97M-V with the def2-TZVPD basis set
C -0.3779 0.8144 -1.1611
C -0.4491 1.1774 -2.7176
H -1.0417 0.0184 -1.0155
H 0.6207 0.5587 -0.8060
H -0.8259 1.6204 -0.7170
H -0.7173 0.3841 -3.4757
H 0.4213 1.6807 -2.9675
H -1.2193 1.7911 -3.1783
C 0.8856 -1.0016 1.4907
C 0.6568 0.4883 1.8494
N -0.3583 -1.7355 1.0110
H 1.4746 -0.9493 0.5861
H 1.3038 -1.4928 2.4847
H -0.3456 0.6054 1.6529
H 1.4324 1.2713 1.5839
H -0.4359 -1.6762 -0.1191
H -0.4205 -2.8083 0.9807
H -1.2944 -1.3991 1.5174
H 0.6906 0.6527 3.0009
```

Entry ii
The following is a DFT calculation (ωB97M-V with the def2-TZVPD basis set) of a 2-piece molecular cluster, C4H14N overall.

Properties
HOMO energy, Eh: -0.5422
Frontier orbital gap, eV: 11.01
Charge: +1
E_LUMO, eV: -3.74

XYZ file:
```
19
C4H14N ωB97M-V with the def2-TZVPD basis set
C 3.2148 -0.3950 0.4676
C 2.2066 -0.3868 -0.7075
H 3.2342 0.5773 0.9467
H 3.0759 -1.1368 1.2501
H 4.1584 -0.5899 -0.0308
H 1.1594 -0.4574 -0.3913
H 2.4254 -1.2930 -1.2727
H 2.3401 0.5303 -1.2751
C -1.8706 -0.2477 1.2417
N -2.5349 0.5207 0.1110
C -1.5954 0.6989 -1.0266
H -2.5873 -0.2350 2.0634
H -0.8964 0.1573 1.4652
H -1.8830 -1.2891 0.9295
H -3.3853 0.0837 -0.2634
H -2.9912 1.3411 0.5182
H -1.1783 -0.2298 -1.4092
H -2.1398 1.0438 -1.8999
H -0.7524 1.3077 -0.7169
```

Entry iii
The following is a DFT calculation (ωB97M-V with the def2-TZVPD basis set) of a 2-piece molecular cluster, C4H14N overall.

Properties
HOMO energy, Eh: -0.4918
Frontier orbital gap, eV: 9.48
Charge: +1
E_LUMO, eV: -3.91

XYZ file:
```
19
C4H14N ωB97M-V with the def2-TZVPD basis set
C -3.8295 -1.4402 0.0885
C -3.6072 -2.7258 0.8648
H -4.0612 -1.4389 -1.0368
H -3.0973 -0.7372 0.4600
H -4.7222 -0.9824 0.6072
H -2.7855 -3.3293 0.3689
H -3.0876 -2.2523 1.9066
H -4.5064 -3.2549 1.2366
C 3.5320 1.1161 0.2904
C 2.6571 2.1023 -0.2928
N 1.7042 1.4689 -1.1989
H 3.7257 1.1789 1.3812
H 3.4140 0.1132 -0.1496
H 4.7180 1.2174 0.0314
H 1.9395 2.4726 0.4844
H 3.2292 2.8229 -0.8342
H 2.4806 0.9460 -1.5994
H 1.1325 1.9963 -1.8499
H 1.1641 0.7267 -0.7582
```

Tell me which of them is the least stable. Sure, it is entry i.